{"formula": "C18H31GeO5Pt", "method": "the ωB97M-V functional and the def2-TZVPD basis", "charge": 1, "e_tot_ha": -3276.52527, "homo_lumo_gap_ha": 0.2482, "species": ["Pt", "Ge", "O", "O", "O", "O", "O", "C", "C", "C", "C", "C", "C", "C", "C", "C", "C", "C", "C", "C", "C", "C", "C", "C", "C", "H", "H", "H", "H", "H", "H", "H", "H", "H", "H", "H", "H", "H", "H", "H", "H", "H", "H", "H", "H", "H", "H", "H", "H", "H", "H", "H", "H", "H", "H", "H"], "positions_angstrom": [[-0.420, -0.197, 0.893], [-1.273, -2.372, -1.718], [-0.634, -1.075, 2.836], [-0.943, 1.318, -0.355], [2.050, 0.006, 2.398], [-0.591, 1.640, 2.594], [1.590, 0.085, -0.466], [-1.429, 2.623, -2.193], [-1.036, -1.709, 0.159], [1.813, 0.822, -1.431], [-1.092, 3.263, -3.359], [3.144, -0.755, 1.900], [0.803, 1.688, -2.031], [0.266, -3.542, -1.972], [-0.714, 3.018, 2.244], [-1.388, -0.934, -3.007], [0.556, -1.559, 3.511], [-1.817, 1.061, 3.013], [0.195, 3.135, -3.896], [1.111, 2.362, -3.232], [-1.489, -0.251, 3.683], [3.203, 0.772, -2.022], [-0.505, 1.822, -1.491], [-2.945, -3.364, -1.551], [1.596, -0.460, 3.646], [2.869, -1.800, 1.723], [-2.421, 2.715, -1.772], [3.647, 1.765, -2.082], [-1.350, -2.393, 0.963], [-2.906, -4.056, -0.711], [3.179, 0.358, -3.031], [1.161, 0.397, 4.163], [-2.166, -0.221, -2.741], [-2.306, 1.691, 3.767], [-0.444, -0.401, -3.106], [-1.831, 3.869, -3.867], [3.983, -0.719, 2.601], [-2.382, -0.827, 3.921], [1.183, -2.958, -2.046], [-0.930, -0.041, 4.595], [2.103, 2.263, -3.651], [-3.113, -3.946, -2.458], [0.235, -1.930, 4.486], [0.255, 3.331, 1.867], [-2.502, 0.947, 2.168], [-0.975, 3.603, 3.127], [-3.794, -2.694, -1.421], [0.461, 3.637, -4.815], [0.147, -4.115, -2.891], [-1.466, 3.154, 1.465], [-1.636, -1.369, -3.976], [0.908, -2.393, 2.906], [3.821, 0.134, -1.395], [2.430, -0.839, 4.248], [0.361, -4.245, -1.145], [3.430, -0.311, 0.954]], "atomic_forces_ev_per_a": [[0.19, 1.04, 0.50], [-0.05, 0.00, 0.18], [-0.01, -0.08, -0.20], [-0.08, -0.45, -0.02], [-0.12, -0.10, 0.01], [-0.02, -0.32, -0.19], [0.17, 0.24, -0.18], [-0.02, -0.04, 0.09], [-0.40, -0.37, -0.30], [0.08, -0.15, 0.01], [0.08, 0.01, -0.05], [0.12, 0.00, -0.07], [-0.20, -0.01, 0.07], [0.05, -0.01, 0.01], [0.03, 0.13, -0.14], [0.05, -0.01, -0.09], [-0.03, 0.11, -0.02], [-0.22, 0.16, 0.44], [-0.10, 0.03, 0.02], [0.01, -0.05, 0.06], [0.30, 0.03, -0.02], [-0.03, 0.02, 0.00], [0.31, 0.18, -0.19], [0.02, -0.07, -0.09], [-0.04, -0.05, 0.12], [-0.02, 0.01, 0.00], [0.00, 0.00, 0.00], [-0.01, 0.00, 0.00], [-0.01, -0.16, -0.11], [0.00, 0.00, 0.01], [-0.01, 0.00, 0.00], [0.04, -0.01, 0.01], [0.00, 0.00, 0.02], [0.02, 0.04, -0.06], [-0.03, -0.02, 0.01], [-0.01, 0.00, 0.00], [-0.03, 0.01, 0.03], [-0.04, 0.02, -0.03], [-0.01, 0.01, 0.02], [-0.10, -0.06, 0.03], [0.01, -0.01, 0.01], [0.00, 0.00, 0.00], [0.14, -0.05, 0.01], [0.00, 0.01, 0.01], [-0.01, 0.00, -0.02], [0.00, -0.03, 0.01], [0.02, 0.03, 0.02], [0.00, 0.00, 0.00], [-0.04, 0.02, -0.01], [0.00, -0.03, -0.01], [-0.01, 0.00, 0.00], [0.03, 0.01, 0.00], [0.01, 0.00, -0.02], [-0.03, 0.01, 0.05], [0.00, 0.00, 0.00], [0.01, -0.02, 0.04]]}